[1]
Below is a cluster of 10 separate species, C18H58BO18 in total, with properties calculated with ωB97M-V/def2-TZVPD.

Each atom is followed by the atoms it is bonded to, with distances in Å.
Geometry (Å):
1 B 0.01 0.33 0.02  H2 1.079, H3 1.079, H4 1.079, H5 1.079
2 H 0.35 -0.55 -0.50  B1 1.079
3 H -1.05 0.49 -0.09  B1 1.079
4 H 0.26 0.25 1.06  B1 1.079
5 H 0.52 1.20 -0.37  B1 1.079
6 C -3.39 0.50 -3.40  C7 1.489, O9 1.438, H10 1.090, H11 1.090
7 C -1.98 0.14 -3.72  C6 1.489, O8 1.393, H12 1.090, H13 1.090
8 O -1.49 1.02 -4.69  C7 1.393, H14 0.960
9 O -4.03 -0.40 -2.48  C6 1.438, H15 0.960
10 H -4.01 0.58 -4.29  C6 1.090
11 H -3.42 1.47 -2.90  C6 1.090
12 H -1.83 -0.86 -4.12  C7 1.090
13 H -1.34 0.30 -2.86  C7 1.090
14 H -0.54 1.10 -4.60  O8 0.960
15 H -3.36 -0.63 -1.82  O9 0.960
16 C -1.93 -0.62 3.21  C17 1.597, O19 1.415, H20 1.090, H21 1.090
17 C -2.37 -2.02 3.84  C16 1.597, O18 1.447, H22 1.090, H23 1.090
18 O -3.77 -2.32 3.61  C17 1.447, H24 0.960
19 O -2.31 0.45 4.06  C16 1.415, H25 0.960
20 H -2.29 -0.49 2.19  C16 1.090
21 H -0.84 -0.56 3.14  C16 1.090
22 H -2.24 -2.03 4.92  C17 1.090
23 H -1.81 -2.89 3.50  C17 1.090
24 H -4.22 -1.67 4.15  O18 0.960
25 H -2.06 1.25 3.60  O19 0.960
26 C -0.77 -3.08 0.18  C27 1.557, O29 1.376, H30 1.090, H31 1.090
27 C -2.17 -2.51 -0.18  C26 1.557, O28 1.412, H32 1.090, H33 1.090
28 O -1.98 -1.48 -1.13  C27 1.412, H34 0.960
29 O 0.03 -2.38 1.07  C26 1.376, H35 0.960
30 H -0.31 -3.15 -0.80  C26 1.090
31 H -0.94 -4.07 0.59  C26 1.090
32 H -2.77 -2.06 0.61  C27 1.090
33 H -2.83 -3.24 -0.65  C27 1.090
34 H -1.39 -0.81 -0.78  O28 0.960
35 H 0.06 -1.45 0.84  O29 0.960
36 C 3.33 -1.41 0.30  C37 1.549, O39 1.412, H40 1.090, H41 1.090
37 C 4.86 -1.25 0.15  C36 1.549, O38 1.432, H42 1.090, H43 1.090
38 O 5.46 -1.51 1.43  C37 1.432, H44 0.960
39 O 2.86 -2.62 0.86  C36 1.412, H45 0.960
40 H 2.85 -1.20 -0.66  C36 1.090
41 H 2.98 -0.63 0.97  C36 1.090
42 H 5.18 -0.25 -0.15  C37 1.090
43 H 5.31 -1.82 -0.65  C37 1.090
44 H 5.09 -2.36 1.68  O38 0.960
45 H 1.90 -2.56 0.86  O39 0.960
46 C 3.03 0.86 3.46  C47 1.568, O49 1.404, H50 1.090, H51 1.090
47 C 2.01 1.81 2.74  C46 1.568, O48 1.397, H52 1.090, H53 1.090
48 O 2.40 2.04 1.42  C47 1.397, H54 0.960
49 O 2.85 1.06 4.84  C46 1.404, H55 0.960
50 H 4.05 1.18 3.24  C46 1.090
51 H 2.95 -0.20 3.20  C46 1.090
52 H 2.20 2.78 3.19  C47 1.090
53 H 0.95 1.64 2.92  C47 1.090
54 H 1.89 1.45 0.85  O48 0.960
55 H 3.41 0.38 5.24  O49 0.960
56 C 3.34 1.74 -1.98  C57 1.594, O59 1.401, H60 1.090, H61 1.090
57 C 4.24 2.63 -1.01  C56 1.594, O58 1.422, H62 1.090, H63 1.090
58 O 3.46 3.70 -0.50  C57 1.422, H64 0.960
59 O 4.07 0.68 -2.54  C56 1.401, H65 0.960
60 H 3.07 2.39 -2.81  C56 1.090
61 H 2.37 1.43 -1.59  C56 1.090
62 H 5.07 2.95 -1.65  C57 1.090
63 H 4.71 2.04 -0.22  C57 1.090
64 H 3.12 3.42 0.36  O58 0.960
65 H 3.49 0.18 -3.12  O59 0.960
66 C -1.59 3.72 0.26  C67 1.526, O69 1.405, H70 1.090, H71 1.090
67 C -1.02 3.43 1.65  C66 1.526, O68 1.452, H72 1.090, H73 1.090
68 O -1.27 2.05 2.05  C67 1.452, H74 0.960
69 O -0.76 3.16 -0.73  C66 1.405, H75 0.960
70 H -1.46 4.78 0.08  C66 1.090
71 H -2.62 3.38 0.20  C66 1.090
72 H -1.53 4.06 2.38  C67 1.090
73 H 0.03 3.72 1.71  C67 1.090
74 H -0.89 1.49 1.37  O68 0.960
75 H -0.56 2.26 -0.46  O69 0.960
76 C -4.51 1.30 0.55  C77 1.477, O79 1.399, H80 1.090, H81 1.090
77 C -5.32 0.27 1.24  C76 1.477, O78 1.459, H82 1.090, H83 1.090
78 O -6.49 -0.29 0.58  C77 1.459, H84 0.960
79 O -5.23 2.49 0.67  C76 1.399, H85 0.960
80 H -4.31 1.11 -0.51  C76 1.090
81 H -3.57 1.29 1.10  C76 1.090
82 H -5.59 0.54 2.27  C77 1.090
83 H -4.62 -0.57 1.28  C77 1.090
84 H -6.72 0.29 -0.14  O78 0.960
85 H -6.12 2.42 0.31  O79 0.960
86 C 1.78 -2.27 -3.77  C87 1.544, O89 1.471, H90 1.090, H91 1.090
87 C 2.29 -3.67 -3.33  C86 1.544, O88 1.425, H92 1.090, H93 1.090
88 O 3.10 -4.22 -4.36  C87 1.425, H94 0.960
89 O 2.86 -1.30 -3.99  C86 1.471, H95 0.960
90 H 1.11 -2.04 -2.95  C86 1.090
91 H 1.24 -2.37 -4.71  C86 1.090
92 H 1.42 -4.30 -3.13  C87 1.090
93 H 2.88 -3.65 -2.42  C87 1.090
94 H 3.95 -3.78 -4.42  O88 0.960
95 H 3.19 -1.63 -4.84  O89 0.960

Summary:
- lowest unoccupied orbital energy (eV) = 2.10
- electronic energy (eV) = -57132.9100
- charge = -1
- molecular weight (g mol⁻¹) = 573.46
- HOMO-LUMO gap (hartree) = 0.3480



[2]
Below is a cluster of 11 separate species, C18H58N4O11 in total, with properties calculated with ωB97M-V/def2-TZVPD.

Each atom is followed by the atoms it is bonded to, with distances in Å.
Geometry (Å):
1 N -11.00 -26.39 -6.08  C2 1.244, H5 1.048, H6 1.068
2 C -12.10 -26.92 -5.87  N1 1.244, N3 1.303, O4 1.339
3 N -12.93 -26.97 -6.87  C2 1.303, H7 1.031, H8 1.053
4 O -12.43 -27.40 -4.67  C2 1.339
5 H -10.44 -26.49 -5.19  N1 1.048
6 H -10.49 -26.03 -6.95  N1 1.068
7 H -13.89 -27.31 -6.69  N3 1.031
8 H -12.67 -26.69 -7.85  N3 1.053
9 N -17.81 -23.88 -2.90  C10 1.291, H13 1.053, H14 1.041
10 C -18.47 -22.89 -3.39  N9 1.291, N11 1.294, O12 1.435
11 N -19.76 -23.02 -3.31  C10 1.294, H15 1.040, H16 1.020
12 O -17.86 -21.66 -3.81  C10 1.435
13 H -16.77 -24.01 -3.00  N9 1.053
14 H -18.32 -24.72 -2.54  N9 1.041
15 H -20.29 -22.15 -3.51  N11 1.040
16 H -20.25 -23.90 -3.18  N11 1.020
17 C -11.93 -22.50 -8.95  C18 1.450, H20 1.060, H21 1.062, H22 1.035
18 C -12.39 -23.36 -7.87  C17 1.450, O19 1.365, H23 1.062, H24 1.145
19 O -11.37 -23.88 -7.13  C18 1.365, H25 0.956
20 H -11.34 -22.93 -9.72  C17 1.060
21 H -11.48 -21.62 -8.57  C17 1.062
22 H -12.77 -22.12 -9.42  C17 1.035
23 H -13.12 -24.00 -8.31  C18 1.062
24 H -13.03 -22.89 -7.05  C18 1.145
25 H -11.70 -24.53 -6.50  O19 0.956
26 C -15.11 -19.70 -5.65  C27 1.509, H29 1.094, H30 1.125, H31 1.080
27 C -13.70 -20.26 -5.67  C26 1.509, O28 1.434, H32 1.031, H33 1.074
28 O -12.93 -19.39 -6.52  C27 1.434, H34 0.961
29 H -15.67 -20.29 -4.93  C26 1.094
30 H -15.70 -19.70 -6.61  C26 1.125
31 H -15.10 -18.70 -5.27  C26 1.080
32 H -13.65 -21.23 -6.02  C27 1.031
33 H -13.22 -20.34 -4.72  C27 1.074
34 H -12.75 -18.58 -6.02  O28 0.961
35 C -15.81 -22.18 -9.85  C36 1.495, H38 1.081, H39 1.063, H40 1.047
36 C -15.40 -20.96 -9.09  C35 1.495, O37 1.452, H41 1.097, H42 1.133
37 O -14.77 -20.03 -10.02  C36 1.452, H43 0.968
38 H -16.16 -21.92 -10.84  C35 1.081
39 H -16.53 -22.76 -9.33  C35 1.063
40 H -15.04 -22.86 -10.07  C35 1.047
41 H -14.69 -21.24 -8.31  C36 1.097
42 H -16.24 -20.35 -8.64  C36 1.133
43 H -14.42 -19.23 -9.60  O37 0.968
44 C -16.00 -23.11 -6.19  C45 1.566, H47 1.068, H48 1.061, H49 1.012
45 C -15.48 -24.55 -6.50  C44 1.566, O46 1.404, H50 1.069, H51 1.090
46 O -14.20 -24.70 -5.95  C45 1.404, H52 0.996
47 H -15.38 -22.28 -6.46  C44 1.068
48 H -16.18 -23.09 -5.15  C44 1.061
49 H -16.93 -22.95 -6.56  C44 1.012
50 H -15.33 -24.75 -7.54  C45 1.069
51 H -16.05 -25.32 -5.98  C45 1.090
52 H -13.88 -25.61 -6.21  O46 0.996
53 C -19.49 -25.31 -6.01  C54 1.494, H56 1.035, H57 1.110, H58 1.078
54 C -20.10 -24.55 -7.15  C53 1.494, O55 1.419, H59 1.137, H60 1.144
55 O -19.03 -24.38 -8.07  C54 1.419, H61 0.964
56 H -18.79 -24.67 -5.60  C53 1.035
57 H -19.09 -26.31 -6.28  C53 1.110
58 H -20.22 -25.41 -5.22  C53 1.078
59 H -20.33 -23.54 -6.67  C54 1.137
60 H -21.06 -25.03 -7.53  C54 1.144
61 H -19.29 -23.68 -8.68  O55 0.964
62 C -15.72 -27.36 -9.75  C63 1.492, H65 1.051, H66 1.147, H67 1.085
63 C -16.97 -26.58 -9.53  C62 1.492, O64 1.422, H68 1.088, H69 1.123
64 O -17.32 -26.47 -8.15  C63 1.422, H70 0.995
65 H -14.95 -27.07 -9.11  C62 1.051
66 H -15.28 -27.27 -10.80  C62 1.147
67 H -15.88 -28.43 -9.81  C62 1.085
68 H -17.79 -27.03 -10.09  C63 1.088
69 H -16.74 -25.63 -10.08  C63 1.123
70 H -17.91 -25.67 -8.08  O64 0.995
71 C -15.51 -28.79 -4.37  C72 1.535, H74 1.107, H75 1.108, H76 1.109
72 C -16.29 -28.18 -5.54  C71 1.535, O73 1.389, H77 1.032, H78 1.090
73 O -15.55 -27.76 -6.64  C72 1.389, H79 1.010
74 H -15.33 -28.13 -3.50  C71 1.107
75 H -14.53 -29.07 -4.81  C71 1.108
76 H -15.94 -29.72 -3.94  C71 1.109
77 H -16.78 -27.35 -5.19  C72 1.032
78 H -17.00 -28.93 -5.90  C72 1.090
79 H -16.23 -27.39 -7.30  O73 1.010
80 C -19.01 -20.82 -6.98  O81 1.415, H82 1.130, H83 1.077, H84 1.080
81 O -18.30 -20.07 -6.01  C80 1.415, H85 0.938
82 H -19.14 -21.86 -6.58  C80 1.130
83 H -18.43 -20.86 -7.89  C80 1.077
84 H -20.04 -20.64 -7.23  C80 1.080
85 H -18.66 -20.38 -5.20  O81 0.938
86 C -14.90 -22.07 -2.25  O87 1.363, H88 1.129, H89 1.084, H90 1.125
87 O -13.64 -22.37 -2.69  C86 1.363, H91 0.927
88 H -15.46 -21.80 -3.19  C86 1.129
89 H -14.89 -21.28 -1.51  C86 1.084
90 H -15.41 -22.98 -1.84  C86 1.125
91 H -13.74 -23.06 -3.30  O87 0.927

Summary:
- lowest unoccupied orbital energy (eV) = -0.03
- electronic energy (eV) = -48084.0844
- charge = 0
- molecular weight (g mol⁻¹) = 506.68
- HOMO-LUMO gap (hartree) = 0.3355



[3]
Below is a cluster of 11 separate species, C18H59BF4N3O10 in total, with properties calculated with ωB97M-V/def2-TZVPD.

Each atom is followed by the atoms it is bonded to, with distances in Å.
Geometry (Å):
1 B 1.43 -12.86 -17.57  F2 1.412, F3 1.384, F4 1.367, F5 1.369
2 F 0.82 -14.05 -18.02  B1 1.412
3 F 0.91 -12.62 -16.32  B1 1.384
4 F 2.78 -13.06 -17.43  B1 1.367
5 F 1.14 -11.68 -18.22  B1 1.369
6 C 1.91 -12.80 -23.38  C7 1.582, H9 1.090, H10 1.090, H11 1.090
7 C 2.07 -13.47 -21.96  C6 1.582, O8 1.397, H12 1.090, H13 1.090
8 O 1.58 -12.51 -21.08  C7 1.397, H14 0.960
9 H 2.27 -11.77 -23.44  C6 1.090
10 H 0.92 -12.99 -23.79  C6 1.090
11 H 2.64 -13.36 -23.97  C6 1.090
12 H 3.11 -13.74 -21.76  C7 1.090
13 H 1.51 -14.40 -21.93  C7 1.090
14 H 1.79 -12.75 -20.17  O8 0.960
15 C 2.76 -9.80 -14.48  C16 1.495, H18 1.090, H19 1.090, H20 1.090
16 C 2.17 -8.93 -15.55  C15 1.495, O17 1.390, H21 1.090, H22 1.090
17 O 2.37 -9.42 -16.84  C16 1.390, H23 0.960
18 H 2.67 -9.33 -13.51  C15 1.090
19 H 3.81 -10.03 -14.69  C15 1.090
20 H 2.50 -10.86 -14.45  C15 1.090
21 H 2.56 -7.91 -15.56  C16 1.090
22 H 1.11 -8.99 -15.32  C16 1.090
23 H 2.27 -10.36 -16.95  O17 0.960
24 C 0.17 -12.01 -12.88  C25 1.542, H27 1.090, H28 1.090, H29 1.090
25 C -1.08 -11.10 -12.89  C24 1.542, O26 1.421, H30 1.090, H31 1.090
26 O -1.34 -10.90 -11.51  C25 1.421, H32 0.960
27 H 1.17 -11.64 -12.68  C24 1.090
28 H 0.19 -12.68 -13.74  C24 1.090
29 H 0.07 -12.82 -12.16  C24 1.090
30 H -1.88 -11.67 -13.37  C25 1.090
31 H -0.96 -10.24 -13.55  C25 1.090
32 H -0.62 -10.43 -11.08  O26 0.960
33 O -1.75 -12.72 -16.39  H34 0.957, H35 0.957
34 H -0.91 -12.54 -15.98  O33 0.957
35 H -1.69 -13.63 -16.68  O33 0.957
36 O -1.31 -15.23 -17.49  H37 0.957, H38 0.957
37 H -0.41 -14.93 -17.57  O36 0.957
38 H -1.66 -15.19 -18.38  O36 0.957
39 O -1.39 -10.77 -18.06  H40 0.957, H41 0.957
40 H -1.51 -11.56 -17.53  O39 0.957
41 H -0.51 -10.85 -18.43  O39 0.957
42 O 0.64 -15.10 -14.58  H43 0.957, H44 0.957
43 H 1.08 -15.87 -14.95  O42 0.957
44 H 1.12 -14.35 -14.93  O42 0.957
45 C 1.10 -17.59 -18.96  C46 1.540, H51 1.090, H52 1.090, H53 1.090
46 C 2.47 -17.07 -18.47  C45 1.540, C47 1.571, N50 1.451, H54 1.090
47 C 3.26 -16.15 -19.47  C46 1.571, O48 1.401, H55 1.090, H56 1.090
48 O 4.48 -15.73 -18.92  C47 1.401, C49 1.358
49 C 5.07 -14.65 -19.50  O48 1.358, H57 1.090, H58 1.090, H59 1.090
50 N 2.26 -16.22 -17.32  C46 1.451, H60 1.010, H61 1.010
51 H 1.20 -18.65 -19.17  C45 1.090
52 H 0.76 -17.14 -19.89  C45 1.090
53 H 0.27 -17.48 -18.26  C45 1.090
54 H 3.14 -17.89 -18.18  C46 1.090
55 H 2.67 -15.34 -19.91  C47 1.090
56 H 3.62 -16.69 -20.34  C47 1.090
57 H 5.91 -14.54 -18.83  C49 1.090
58 H 4.48 -13.74 -19.54  C49 1.090
59 H 5.64 -14.95 -20.38  C49 1.090
60 H 1.65 -15.49 -17.67  N50 1.010
61 H 3.16 -15.80 -17.19  N50 1.010
62 C 5.22 -13.65 -13.63  C63 1.550, H68 1.090, H69 1.090, H70 1.090
63 C 5.60 -14.09 -15.07  C62 1.550, C64 1.533, N67 1.421, H71 1.090
64 C 5.28 -15.51 -15.56  C63 1.533, O65 1.437, H72 1.090, H73 1.090
65 O 5.65 -16.58 -14.68  C64 1.437, C66 1.436
66 C 7.03 -16.95 -14.85  O65 1.436, H74 1.090, H75 1.090, H76 1.090
67 N 5.06 -13.10 -15.94  C63 1.421, H77 1.010, H78 1.010
68 H 5.41 -12.58 -13.58  C62 1.090
69 H 5.91 -14.11 -12.93  C62 1.090
70 H 4.16 -13.83 -13.45  C62 1.090
71 H 6.65 -13.83 -15.11  C63 1.090
72 H 5.59 -15.68 -16.59  C64 1.090
73 H 4.23 -15.78 -15.56  C64 1.090
74 H 7.19 -17.77 -14.15  C66 1.090
75 H 7.63 -16.16 -14.40  C66 1.090
76 H 7.40 -17.21 -15.84  C66 1.090
77 H 4.07 -13.27 -16.05  N67 1.010
78 H 5.46 -13.28 -16.85  N67 1.010
79 C -1.94 -10.17 -23.11  C80 1.565, H85 1.090, H86 1.090, H87 1.090
80 C -1.07 -9.58 -21.95  C79 1.565, C81 1.524, N84 1.445, H88 1.090
81 C 0.40 -9.40 -22.34  C80 1.524, O82 1.468, H89 1.090, H90 1.090
82 O 1.26 -8.41 -21.68  C81 1.468, C83 1.396
83 C 1.52 -8.87 -20.38  O82 1.396, H91 1.090, H92 1.090, H93 1.090
84 N -1.73 -8.36 -21.54  C80 1.445, H94 1.010, H95 1.010
85 H -2.23 -9.37 -23.79  C79 1.090
86 H -2.91 -10.51 -22.73  C79 1.090
87 H -1.43 -10.92 -23.70  C79 1.090
88 H -1.07 -10.28 -21.12  C80 1.090
89 H 0.44 -9.04 -23.37  C81 1.090
90 H 1.00 -10.31 -22.43  C81 1.090
91 H 0.87 -8.16 -19.87  C83 1.090
92 H 2.57 -8.68 -20.16  C83 1.090
93 H 1.31 -9.91 -20.13  C83 1.090
94 H -2.34 -8.77 -20.84  N84 1.010
95 H -1.09 -7.75 -21.05  N84 1.010

Summary:
- lowest unoccupied orbital energy (spin up / spin down) (eV) = -0.75 / -6.48
- electronic energy (eV) = -56112.3848
- multiplicity = 2
- charge = 0
- molecular weight (g mol⁻¹) = 564.49
- HOMO-LUMO gap (spin up / spin down) (hartree) = 0.2836 / 0.0732